C6H9NO | ωB97M-V/def2-TZVPD

Summary:
**Gap between HOMO and LUMO**: 10.0 eV
**Molecular weight**: 111.1 g mol⁻¹
**Energy relative to the best compared isomer or geometry (same formula, charge and spin)**: 237.6 kcal per mole
**Highest occupied orbital energy**: -9.0 eV
**E_tot**: -9895.3016 eV
**Charge**: 0
**SMILES string**: C1[C@H]2CN2C[C@H]2O[C@H]12
**Max |F|**: 7.366 eV/Å

```
17
Properties=species:S:1:pos:R:3:nbo_charge:R:1
C 0.53854 -1.53221 -0.55348 -0.464
C 0.36859 -0.46463 0.71030 -0.053
C 0.93033 0.47717 1.83080 -0.267
C -0.70453 1.28959 -0.25508 -0.272
C -1.26070 0.05786 -0.90519 -0.049
C 0.03968 -0.33935 -1.54853 0.087
H 1.47308 -2.25440 -0.41154 0.238
H -0.10532 -2.32783 -0.29249 0.212
H -0.93736 -0.61367 0.77346 0.140
H 2.07728 0.58808 1.82361 0.224
H 0.38529 0.39794 2.76112 0.223
H -0.24648 2.14514 -0.84516 0.252
H -1.21230 1.89581 0.80057 0.204
H -1.89946 -0.64196 -0.57497 0.206
H 0.93152 0.47219 -1.44780 0.235
N 0.70747 0.90856 0.43845 -0.476
O -1.08563 -0.05830 -2.30407 -0.440
```

C44H64Cl22F2N3O2PS | ωB97M-V/def2-TZVPD

Summary:
**Gap between HOMO and LUMO**: 7.7 eV
**Molecular weight**: 1548.0 g mol⁻¹
**Energy relative to the best compared isomer or geometry (same formula, charge and spin)**: 0.0 kcal per mole
**Highest occupied orbital energy**: -7.5 eV
**E_tot**: -356282.7678 eV
**Charge**: 0
**SMILES string**: CCCCc1c(CCF)c(CC(=O)c2ccccc2)c2c(c1CCCCOC)Sc1c(cc([PH2]=N)c(NCC)c1F)N2.ClCCl.ClCCl.ClCCl.ClCCl.ClCCl.ClCCl.ClCCl.ClCCl.ClCCl.ClCCl.ClCCl
**Max |F|**: 2.535 eV/Å

```
139
Properties=species:S:1:pos:R:3:mulliken_charge:R:1
C -2.79964 -2.92369 6.36079 -1.335
C -2.94050 -1.55470 5.67573 -0.373
C -2.37500 -1.57166 4.25729 -0.253
C -0.83002 -1.79265 4.25558 -1.299
C -0.09989 -0.91063 3.27343 0.501
C 0.18344 0.42251 3.61220 0.795
C -0.23660 0.91215 4.98331 -1.164
C 0.69779 0.43807 6.12286 -1.270
F 1.86718 -0.14198 5.64797 -0.144
C 0.83854 1.25570 2.71782 0.582
C 1.13534 2.68923 3.11688 -0.081
C -0.06014 3.61259 3.32838 0.185
O 0.02715 4.47353 4.17896 -0.583
C -1.32641 3.54013 2.51915 0.476
C -1.67948 4.69955 1.83142 -0.825
C -2.85728 4.75428 1.10945 -0.172
C -3.69806 3.65253 1.05214 -0.271
C -3.35449 2.49328 1.72469 -0.937
C -2.17316 2.44360 2.45248 0.884
C 1.27193 0.77247 1.47157 -0.134
C 1.01605 -0.55177 1.16429 0.955
C 0.31894 -1.39957 2.03678 0.230
C 0.07895 -2.82987 1.61502 -1.791
C -0.97330 -3.02293 0.49557 0.685
C -1.71536 -4.37115 0.61323 -0.809
C -1.90535 -5.09429 -0.72232 -0.519
O -2.13573 -4.19666 -1.80166 -0.433
C -1.11371 -4.20891 -2.77762 -0.145
S 1.59925 -1.30926 -0.34197 -0.168
C 2.22766 0.07420 -1.22680 0.480
C 2.33907 1.33666 -0.67775 -0.559
C 2.85692 2.34413 -1.49063 -0.943
C 3.25316 2.11141 -2.79444 0.302
P 3.85017 3.46198 -3.83457 0.289
N 2.88332 3.76036 -5.05478 -0.542
C 3.18132 0.82862 -3.34511 -0.654
N 3.66860 0.62231 -4.66724 -0.014
C 2.82750 -0.19248 -5.56770 -0.351
C 3.48491 -1.54149 -5.91442 -1.051
C 2.64423 -0.14747 -2.53274 0.329
F 2.53878 -1.41595 -2.98584 -0.323
N 1.99489 1.68947 0.64776 -0.034
H -3.23580 -3.72218 5.76493 0.312
H -1.74254 -3.11116 6.55149 0.289
H -3.26653 -2.87323 7.34492 0.438
H -3.98178 -1.22774 5.67586 0.508
H -2.39255 -0.84327 6.29951 0.202
H -2.88051 -2.32284 3.64990 0.460
H -2.54032 -0.59939 3.78524 -0.196
H -0.46503 -1.63813 5.26913 0.109
H -0.65612 -2.84193 4.04790 0.623
H -0.27739 1.99564 5.04245 0.927
H -1.24492 0.56078 5.18809 0.038
H 0.17025 -0.26618 6.76903 0.331
H 0.96323 1.28679 6.75189 0.437
H 1.65079 2.67588 4.08060 -1.423
H 1.81505 3.19538 2.43351 0.850
H -1.06214 5.58730 1.88026 0.489
H -3.13827 5.67100 0.60863 -0.044
H -4.62767 3.69816 0.49973 0.161
H -3.99417 1.62077 1.71527 0.539
H -1.94636 1.53482 2.98880 0.034
H 1.01923 -3.27657 1.28095 0.215
H -0.24095 -3.44324 2.44907 0.577
H -0.47773 -3.02097 -0.46970 -0.273
H -1.69577 -2.20815 0.48423 0.420
H -1.20140 -5.05689 1.29101 0.412
H -2.70820 -4.19297 1.03222 0.218
H -1.08438 -5.77061 -0.96816 0.068
H -2.79018 -5.73708 -0.66403 0.446
H -1.12665 -3.26056 -3.31273 -0.284
H -0.12409 -4.31726 -2.32087 0.266
H -1.24400 -5.01952 -3.50398 0.377
H 2.93535 3.34829 -1.08495 0.580
H 5.13617 3.15974 -4.31230 0.089
H 3.87587 4.57069 -2.96434 0.080
H 3.38436 3.67235 -5.93168 0.175
H 4.60707 0.24427 -4.61172 0.293
H 2.74110 0.37447 -6.49368 0.402
H 1.85862 -0.37048 -5.11831 0.168
H 4.11077 -1.44868 -6.80209 0.405
H 4.13821 -1.87514 -5.10708 0.299
H 2.73846 -2.31654 -6.07997 0.250
H 1.44175 2.53773 0.59965 0.247
C 3.91205 2.00517 6.69965 0.456
Cl 2.83883 3.18066 5.92752 -0.150
Cl 5.61942 2.38105 6.46811 -0.170
H 3.70122 1.98450 7.76237 0.368
H 3.71261 1.03726 6.25765 -0.487
C -0.35730 5.25893 -3.95409 -0.265
Cl 0.87049 4.63866 -2.86508 -0.101
Cl -0.82750 6.92477 -3.54780 -0.115
H 0.03313 5.24718 -4.96641 0.313
H -1.22359 4.62125 -3.87005 0.196
C -5.10690 4.51151 -4.21324 -0.509
Cl -3.50237 5.16453 -4.56896 -0.072
Cl -5.34672 4.35697 -2.46712 -0.078
H -5.85797 5.18237 -4.61257 0.334
H -5.19131 3.53016 -4.66420 0.326
C 1.76932 -7.50103 0.30144 0.362
Cl 0.28249 -8.14017 -0.40322 -0.174
Cl 1.85038 -5.74256 0.15572 -0.044
H 1.79627 -7.76568 1.35228 0.343
H 2.61568 -7.92604 -0.22402 -0.514
C -0.38614 8.64232 -6.69479 -0.214
Cl -1.03903 7.02209 -6.95931 -0.144
Cl -0.57059 9.67231 -8.11890 -0.169
H -0.91977 9.09421 -5.86737 0.232
H 0.66859 8.55340 -6.46429 0.293
C 4.62257 -5.20132 -2.31145 -0.326
Cl 4.50022 -6.92835 -1.94829 -0.109
Cl 3.46959 -4.69901 -3.55210 -0.128
H 4.41325 -4.64713 -1.40356 0.171
H 5.62552 -4.99521 -2.66512 0.372
C -3.74418 7.67612 -1.69737 0.739
Cl -5.21602 8.59697 -2.03705 -0.183
Cl -2.97745 8.18872 -0.18938 -0.178
H -4.00198 6.62635 -1.61696 -0.308
H -3.04431 7.82479 -2.50674 -0.105
C 3.80361 -11.22056 -1.73075 -0.283
Cl 3.85744 -9.99530 -0.45240 -0.113
Cl 3.08700 -10.58815 -3.21289 -0.135
H 4.81748 -11.53904 -1.94037 0.291
H 3.20545 -12.05271 -1.38003 0.281
C -2.71247 -1.73479 -5.76063 -0.321
Cl -2.77385 -2.74480 -7.20882 -0.167
Cl -1.06603 -1.56084 -5.14290 -0.067
H -3.09149 -0.75078 -6.00823 0.282
H -3.31887 -2.19665 -4.98967 0.243
C 4.75175 -1.71302 5.88524 0.537
Cl 5.40575 -1.22257 7.45540 -0.168
Cl 4.77973 -3.46686 5.67250 -0.171
H 3.72346 -1.37433 5.81740 -0.477
H 5.35530 -1.26059 5.10715 0.289
C -8.09214 1.41776 0.64371 -0.352
Cl -7.35510 0.00492 1.40919 -0.144
Cl -6.98169 2.21941 -0.47390 -0.084
H -8.96504 1.09516 0.08941 0.317
H -8.37056 2.12296 1.41746 0.253
```